ORCA calculation (ωB97M-V/def2-TZVPD) on C42H39CoN5OP as an isolated structure at a distorted geometry.

Element x y z (Å)
Co: 0.9194 0.6474 0.1316
C: -1.6198 2.5324 6.2459
C: -1.0210 1.2796 6.3325
C: -0.3690 0.7897 5.1850
C: -0.1475 1.6208 4.0433
C: -0.6249 2.9186 4.0693
C: -1.3457 3.3604 5.1507
P: 0.7604 1.0114 2.6220
C: 0.0079 -0.7301 2.4655
C: -1.4367 -0.9019 2.0350
C: -2.0721 -2.2701 2.3056
C: -1.1703 -3.4522 2.3815
C: 0.3576 -3.1095 2.1591
C: 0.8343 -1.7477 2.4550
C: 2.4461 0.6062 3.1459
C: 2.9565 0.6269 4.4690
C: 4.3384 0.4731 4.7513
C: 5.1871 0.2754 3.7064
C: 4.6640 0.0744 2.3640
C: 5.6297 -0.2023 1.3284
C: 5.1503 -0.2868 0.0614
C: 3.7895 -0.0236 -0.2691
C: 2.8520 0.2430 0.6729
C: 3.3230 0.3536 2.0633
H: -2.2095 2.8347 7.0876
H: -1.2164 0.6474 7.2092
H: 0.0024 -0.2766 5.0949
H: -0.3716 3.7011 3.3526
H: -1.7336 4.4226 5.1514
H: -2.0028 -0.0344 2.3426
H: -2.9776 -2.3320 2.9354
H: -1.4119 -4.1533 3.1529
H: 0.9625 -3.8655 2.6354
H: 1.8839 -1.5131 2.6789
H: 2.3140 0.9946 5.2715
H: 4.7635 0.5498 5.7391
H: 6.2770 0.4036 3.8632
H: 6.6379 -0.4651 1.6264
H: 5.8494 -0.6464 -0.8313
H: 3.5223 -0.1964 -1.3745
N: -2.4405 -0.2178 -0.2063
C: -1.5769 -1.1497 0.4467
C: -2.2468 -2.4793 0.7746
C: -1.2423 -3.7370 0.8451
C: 0.2200 -3.3464 0.5898
C: 0.3910 -2.1711 -0.2905
N: -0.2739 -1.1099 -0.2636
C: -2.1313 1.1218 -0.5595
C: -3.1109 1.9240 -1.2528
C: -2.8894 3.2088 -1.4319
C: -1.6795 3.7947 -1.0194
C: -0.8763 3.0293 -0.2692
N: -1.0529 1.6918 -0.0679
H: -3.1945 -0.6321 -0.6520
H: -3.1950 -2.6098 0.2093
H: -1.7389 -4.6849 0.4982
H: 0.8534 -4.1102 0.2569
H: 1.3188 -2.0413 -0.7639
H: -4.0423 1.4093 -1.5587
H: -3.6793 3.8574 -1.8432
H: -1.6167 4.8553 -0.9508
H: -0.0456 3.4687 0.2707
C: -1.4391 -2.8254 -6.2028
C: -1.9311 -1.4047 -6.1896
N: -1.4807 -0.5158 -5.0901
C: -2.4213 -0.0837 -4.0897
C: -2.8622 -1.2344 -3.2489
C: -0.1883 -0.1092 -5.1490
O: 0.5878 -0.4153 -6.0703
C: 0.4631 0.7658 -4.1149
C: 1.2784 1.7714 -4.6899
C: 1.9430 2.6375 -3.7633
C: 1.8605 2.3272 -2.4295
N: 1.2247 1.2517 -1.8966
C: 0.5065 0.5303 -2.7858
H: -1.6698 -3.1800 -7.2213
H: -1.8267 -3.4619 -5.3944
H: -0.3375 -2.8786 -6.1461
H: -3.0036 -1.3612 -6.0556
H: -1.6319 -0.8204 -7.0593
H: -3.2705 0.3461 -4.6014
H: -2.0398 0.7731 -3.4878
H: -3.2705 -2.1128 -3.7071
H: -3.7317 -0.9375 -2.6655
H: -2.1360 -1.5804 -2.5498
H: 1.3069 1.9662 -5.7630
H: 2.4075 3.5944 -4.0258
H: 2.3054 3.0416 -1.7330
H: -0.0924 -0.3153 -2.4419

Cartesian forces (eV/Å) of the 2 atoms listed first:
Co 0.181 0.263 0.098
C 0.952 -0.029 -0.221

Charge ... +1
2S+1 ... 4
E_HOMO (alpha / beta) ... -9.92 / -10.12 eV
Energy relative to the best compared isomer or geometry (same formula, charge and spin) ... 81.9 kcal per mole
⟨S²⟩ ... 3.7619
Frontier orbital gap (alpha / beta) ... 7.555 / 7.548 eV
F_max ... 4.1 eV/A
LUMO level (alpha / beta) ... -2.362 / -2.569 eV